# 1
DFT (wB97M-V/def2-TZVPD) results for a 4-piece molecular cluster, C34H80FN6OP overall in a non-equilibrium geometry.

Properties
**ΔE to the lowest compared entry with this formula, charge and spin**: 46.9 kJ/mol
**Structure (SMILES)**: [H]/N=C(\N)NCCCC[PH2](CCCCCCCCC)CC(=O)F.CCN(CC)CC.CCN(CC)CC.CCN(CC)CC
**Spin multiplicity**: 1

Each line ends with the Löwdin charge.
Atoms and positions in Å:
C1 6.893 -3.017 -0.773  -0.10
C2 5.717 -2.871 0.219  -0.24
C3 5.734 -1.559 1.008  -0.22
C4 4.887 -0.450 0.396  -0.19
C5 5.215 -0.115 -1.070  -0.19
C6 4.065 -0.401 -2.039  -0.20
C7 2.891 0.574 -1.905  -0.19
C8 1.741 0.118 -1.007  -0.24
C9 1.260 -1.314 -1.300  -0.31
P1 -0.572 -1.447 -1.227  0.89
C10 -0.608 -1.952 0.600  -0.35
C11 -1.830 -1.489 1.406  -0.25
C12 -3.213 -1.638 0.771  -0.21
C13 -3.499 -2.953 0.056  -0.23
N1 -2.937 -4.130 0.758  0.03
C14 -2.141 -4.970 -0.079  -0.55
N2 -1.029 -5.393 0.353  0.14
N3 -2.624 -5.342 -1.368  0.09
C15 -0.805 -0.831 -3.128  -0.21
C16 -1.570 0.413 -3.094  -0.54
O1 -2.797 0.512 -3.140  0.08
F1 -0.819 1.529 -2.881  0.07
H1 6.550 -3.211 -1.779  0.07
H2 7.548 -3.803 -0.422  0.06
H3 7.471 -2.103 -0.777  0.04
H4 5.792 -3.686 0.927  0.09
H5 4.763 -2.975 -0.285  0.09
H6 5.312 -1.762 1.989  0.10
H7 6.752 -1.235 1.197  0.10
H8 5.046 0.445 0.989  0.11
H9 3.848 -0.737 0.488  0.09
H10 5.426 0.949 -1.140  0.10
H11 6.102 -0.624 -1.422  0.09
H12 3.770 -1.439 -1.910  0.09
H13 4.460 -0.311 -3.045  0.11
H14 3.279 1.490 -1.471  0.11
H15 2.481 0.823 -2.877  0.11
H16 1.967 0.242 0.044  0.10
H17 0.911 0.791 -1.203  0.08
H18 1.621 -1.599 -2.281  0.08
H19 1.672 -2.044 -0.615  0.08
H20 -1.072 -2.704 -1.643  0.03
H21 -1.399 -0.335 -0.871  0.05
H22 0.258 -1.476 1.059  0.07
H23 -0.440 -3.018 0.717  0.05
H24 -1.800 -1.974 2.372  0.10
H25 -1.690 -0.430 1.608  0.10
H26 -3.437 -0.816 0.101  0.09
H27 -3.936 -1.559 1.577  0.10
H28 -4.579 -3.056 0.011  0.11
H29 -3.184 -2.895 -0.980  0.08
H30 -3.718 -4.712 1.032  0.12
H31 -0.587 -5.963 -0.364  0.05
H32 -3.412 -4.789 -1.672  0.06
H33 -2.887 -6.315 -1.374  0.08
H34 0.141 -0.645 -3.625  0.08
H35 -1.423 -1.550 -3.645  0.08
C17 -9.427 1.195 -0.990  -0.09
C18 -8.026 1.624 -1.396  -0.28
N4 -7.315 0.621 -2.159  -0.20
C19 -5.890 0.888 -2.278  -0.25
C20 -5.442 2.138 -3.043  -0.09
C21 -7.980 0.161 -3.363  -0.25
C22 -8.356 1.204 -4.424  -0.08
H36 -9.403 0.236 -0.471  0.08
H37 -9.855 1.936 -0.312  0.07
H38 -10.100 1.109 -1.844  0.06
H39 -7.461 1.810 -0.477  0.10
H40 -8.088 2.589 -1.924  0.10
H41 -5.409 0.015 -2.723  0.10
H42 -5.487 0.950 -1.261  0.11
H43 -5.563 2.024 -4.119  0.06
H44 -4.387 2.312 -2.859  0.05
H45 -5.982 3.033 -2.725  0.07
H46 -8.894 -0.362 -3.066  0.10
H47 -7.356 -0.609 -3.824  0.11
H48 -8.840 2.079 -3.987  0.06
H49 -9.059 0.765 -5.135  0.07
H50 -7.492 1.541 -4.994  0.05
C23 10.782 0.488 -1.435  -0.09
C24 11.880 0.119 -0.448  -0.28
N5 11.489 0.315 0.934  -0.20
C25 12.601 0.265 1.865  -0.25
C26 13.367 -1.056 2.009  -0.09
C27 10.282 -0.377 1.345  -0.25
C28 10.230 -1.902 1.178  -0.08
H51 10.421 1.500 -1.253  0.08
H52 11.171 0.445 -2.453  0.07
H53 9.934 -0.197 -1.382  0.06
H54 12.742 0.762 -0.645  0.12
H55 12.209 -0.913 -0.653  0.10
H56 12.241 0.576 2.849  0.11
H57 13.313 1.040 1.562  0.11
H58 12.796 -1.802 2.559  0.05
H59 14.290 -0.884 2.566  0.07
H60 13.646 -1.475 1.042  0.07
H61 9.443 0.051 0.788  0.10
H62 10.078 -0.123 2.388  0.12
H63 10.582 -2.223 0.196  0.07
H64 9.196 -2.240 1.278  0.05
H65 10.811 -2.420 1.939  0.06
C29 -7.800 1.428 3.222  -0.09
C30 -7.340 2.571 4.114  -0.28
N6 -6.272 3.361 3.534  -0.20
C31 -5.625 4.242 4.489  -0.25
C32 -6.456 5.369 5.116  -0.09
C33 -6.544 3.931 2.227  -0.24
C34 -7.769 4.843 2.080  -0.08
H66 -6.957 0.804 2.921  0.08
H67 -8.507 0.800 3.766  0.07
H68 -8.307 1.782 2.322  0.06
H69 -6.966 2.140 5.046  0.12
H70 -8.216 3.182 4.385  0.10
H71 -4.741 4.676 4.014  0.11
H72 -5.237 3.616 5.299  0.11
H73 -6.648 6.177 4.411  0.05
H74 -5.910 5.801 5.957  0.07
H75 -7.411 5.009 5.500  0.07
H76 -6.649 3.109 1.514  0.09
H77 -5.654 4.470 1.894  0.12
H78 -8.658 4.417 2.545  0.07
H79 -7.992 4.984 1.020  0.07
H80 -7.600 5.832 2.504  0.05

---

# 2
DFT (wB97M-V/def2-TZVPD) results for a 5-piece molecular cluster, C34H82N2O21P5 overall in a non-equilibrium geometry.

Properties
**ΔE to the lowest compared entry with this formula, charge and spin**: 0.0 kJ/mol
**Net charge**: +1
**Spin multiplicity**: 1

Each line ends with the Löwdin charge.
Atoms and positions in Å:
C1 1.355 -1.600 1.857  -0.06
C2 1.067 -1.493 0.341  -0.21
N1 0.469 -0.194 0.039  -0.11
C3 0.710 0.250 -1.327  -0.17
C4 2.151 0.677 -1.605  -0.11
C5 2.600 1.980 -0.936  -0.20
C6 2.495 2.032 0.595  -0.13
O1 1.241 2.476 1.065  -0.09
C7 0.914 3.792 0.649  -0.29
P1 -0.852 4.023 0.231  0.47
O2 -0.998 5.433 -0.147  -0.26
O3 -1.278 3.087 -0.998  -0.11
O4 -1.755 3.787 1.509  -0.09
C8 1.758 4.284 -0.530  -0.08
N2 1.930 3.199 -1.537  0.13
C9 -0.929 -0.110 0.403  -0.44
C10 -1.931 -1.016 -0.307  0.02
O5 -1.286 0.665 1.265  0.11
H1 2.304 -2.116 2.019  0.07
H2 0.594 -2.166 2.393  0.07
H3 1.445 -0.628 2.342  0.07
H4 0.381 -2.315 0.103  0.10
H5 2.007 -1.640 -0.182  0.10
H6 0.006 1.026 -1.644  0.11
H7 0.513 -0.603 -2.002  0.13
H8 2.238 0.828 -2.690  0.13
H9 2.881 -0.097 -1.372  0.12
H10 3.663 2.091 -1.168  0.16
H11 2.608 1.016 0.970  0.13
H12 3.319 2.601 1.041  0.14
H13 1.103 4.456 1.500  0.16
H14 -2.240 3.024 -1.068  0.11
H15 -2.296 4.587 1.599  0.10
H16 1.318 5.154 -1.017  0.14
H17 2.721 4.622 -0.142  0.14
H18 2.563 3.581 -2.237  0.19
H19 1.059 2.974 -2.028  0.17
H20 -1.452 -1.891 -0.750  0.07
H21 -2.454 -0.466 -1.089  0.09
H22 -2.632 -1.373 0.445  0.09
O6 -4.255 5.347 4.438  -0.23
P2 -5.100 4.846 5.561  0.58
O7 -4.007 4.310 6.654  -0.21
C11 -3.186 5.263 7.336  -0.28
C12 -3.957 6.019 8.403  -0.08
O8 -5.608 3.430 4.900  -0.24
C13 -5.639 3.249 3.486  -0.28
C14 -4.433 2.453 3.032  -0.08
O9 -6.363 4.899 6.573  -0.21
C15 -7.109 3.756 7.024  -0.25
C16 -6.318 2.762 7.842  -0.07
H23 -2.744 5.957 6.615  0.11
H24 -2.374 4.700 7.796  0.12
H25 -4.730 6.650 7.957  0.07
H26 -3.287 6.657 8.980  0.08
H27 -4.458 5.328 9.081  0.07
H28 -5.697 4.207 2.972  0.10
H29 -6.555 2.703 3.249  0.12
H30 -3.507 2.873 3.420  0.07
H31 -4.376 2.423 1.942  0.07
H32 -4.491 1.428 3.404  0.08
H33 -7.608 3.274 6.186  0.11
H34 -7.902 4.169 7.650  0.12
H35 -5.593 2.225 7.234  0.07
H36 -6.997 2.028 8.279  0.08
H37 -5.776 3.257 8.647  0.07
O10 5.072 5.531 1.725  -0.24
P3 6.171 6.545 1.723  0.57
O11 7.530 5.637 1.801  -0.21
C17 7.900 4.838 0.677  -0.28
C18 8.469 5.676 -0.455  -0.08
O12 6.070 7.052 3.276  -0.23
C19 4.865 6.924 4.037  -0.28
C20 4.952 5.733 4.969  -0.07
O13 6.882 7.915 1.246  -0.21
C21 7.640 8.796 2.099  -0.25
C22 8.890 8.190 2.692  -0.07
H38 7.037 4.259 0.331  0.10
H39 8.653 4.134 1.029  0.12
H40 7.707 6.338 -0.876  0.07
H41 8.844 5.036 -1.255  0.08
H42 9.281 6.307 -0.098  0.07
H43 3.997 6.855 3.384  0.10
H44 4.756 7.841 4.619  0.12
H45 5.252 4.831 4.436  0.07
H46 3.994 5.550 5.458  0.08
H47 5.704 5.910 5.739  0.08
H48 7.000 9.220 2.869  0.12
H49 7.928 9.628 1.455  0.12
H50 8.658 7.436 3.441  0.07
H51 9.478 8.971 3.175  0.09
H52 9.501 7.718 1.923  0.07
O14 1.795 -3.305 -2.557  -0.23
P4 2.708 -4.380 -3.048  0.58
O15 2.559 -4.293 -4.675  -0.21
C23 3.086 -3.157 -5.362  -0.28
C24 4.602 -3.201 -5.456  -0.08
O16 1.771 -5.686 -2.737  -0.23
C25 0.745 -5.655 -1.740  -0.28
C26 -0.615 -5.468 -2.380  -0.07
O17 4.066 -5.259 -3.028  -0.21
C27 4.138 -6.673 -3.294  -0.25
C28 3.728 -7.082 -4.689  -0.07
H53 2.757 -2.237 -4.868  0.10
H54 2.655 -3.170 -6.363  0.12
H55 5.060 -3.113 -4.467  0.07
H56 4.971 -2.384 -6.077  0.08
H57 4.936 -4.146 -5.881  0.07
H58 0.946 -4.882 -0.999  0.09
H59 0.779 -6.614 -1.218  0.12
H60 -0.623 -4.620 -3.065  0.08
H61 -1.384 -5.314 -1.621  0.08
H62 -0.881 -6.346 -2.969  0.07
H63 3.588 -7.229 -2.538  0.11
H64 5.189 -6.930 -3.151  0.12
H65 2.657 -6.965 -4.845  0.07
H66 3.976 -8.132 -4.848  0.09
H67 4.241 -6.484 -5.441  0.07
O18 -3.741 -6.236 -4.422  -0.22
P5 -5.059 -6.844 -4.084  0.58
O19 -4.749 -8.451 -4.066  -0.21
C29 -3.929 -8.986 -3.024  -0.28
C30 -4.669 -9.062 -1.700  -0.08
O20 -5.801 -6.710 -5.542  -0.24
C31 -5.395 -5.733 -6.503  -0.28
C32 -4.533 -6.370 -7.573  -0.07
O21 -6.474 -6.915 -3.296  -0.22
C33 -7.717 -7.351 -3.871  -0.26
C34 -7.740 -8.791 -4.326  -0.07
H68 -3.019 -8.387 -2.923  0.10
H69 -3.636 -9.986 -3.341  0.12
H70 -4.907 -8.064 -1.324  0.07
H71 -4.062 -9.573 -0.951  0.08
H72 -5.612 -9.597 -1.814  0.07
H73 -4.881 -4.902 -6.021  0.10
H74 -6.305 -5.330 -6.953  0.12
H75 -3.718 -6.947 -7.136  0.08
H76 -4.112 -5.613 -8.237  0.08
H77 -5.126 -7.064 -8.171  0.08
H78 -8.023 -6.677 -4.669  0.11
H79 -8.453 -7.227 -3.074  0.12
H80 -7.117 -8.947 -5.205  0.07
H81 -8.761 -9.076 -4.585  0.09
H82 -7.381 -9.457 -3.542  0.07

---

# 3
DFT (wB97M-V/def2-TZVPD) results for a 6-piece molecular cluster, C34H85N3O8P2 overall.

Properties
**Structure (SMILES)**: C=CP(CCCCCCCCCCCOC)(COC)(CC(N)(N)N)P(C)O.CC(C)O.CC(C)O.CC(C)O.CC(C)O.CC(C)O
**Spin multiplicity**: 1

Each line ends with the Löwdin charge.
Atoms and positions in Å:
C1 6.252 4.085 0.611  -0.04
C2 5.500 3.057 0.227  -0.31
P1 4.137 2.358 1.201  0.78
C3 3.016 1.214 0.258  -0.29
C4 1.495 1.392 0.169  -0.22
C5 0.697 0.805 1.342  -0.20
C6 -0.628 0.134 0.912  -0.20
C7 -1.835 0.592 1.730  -0.23
C8 -3.063 -0.288 1.509  -0.21
C9 -4.368 0.312 2.066  -0.21
C10 -5.297 0.877 0.985  -0.21
C11 -6.778 0.856 1.392  -0.20
C12 -7.629 1.915 0.665  -0.17
C13 -8.488 2.739 1.610  -0.25
O1 -8.795 3.971 0.988  -0.19
C14 -9.575 4.800 1.820  -0.12
C15 3.093 3.931 0.863  -0.33
O2 3.118 4.189 -0.534  -0.24
C16 1.918 4.624 -1.130  -0.12
C17 4.302 2.713 3.022  -0.27
C18 3.164 2.333 3.984  -0.72
N1 1.962 3.113 3.699  0.09
N2 2.871 0.928 3.870  0.09
N3 3.589 2.630 5.377  0.06
P2 5.481 0.389 1.686  0.77
C19 7.207 0.990 1.964  -0.34
O3 5.702 -0.458 0.242  -0.42
H1 6.313 4.374 1.656  0.05
H2 6.796 4.696 -0.101  0.06
H3 5.706 2.565 -0.721  0.08
H4 3.439 1.223 -0.751  0.09
H5 3.200 0.209 0.637  0.04
H6 1.185 2.415 -0.030  0.08
H7 1.199 0.829 -0.722  0.11
H8 0.455 1.589 2.059  0.08
H9 1.314 0.051 1.826  0.09
H10 -0.845 0.353 -0.138  0.11
H11 -0.535 -0.952 1.002  0.11
H12 -1.583 0.625 2.795  0.11
H13 -2.081 1.616 1.427  0.11
H14 -2.884 -1.276 1.939  0.11
H15 -3.176 -0.432 0.430  0.11
H16 -4.913 -0.443 2.637  0.10
H17 -4.115 1.122 2.755  0.11
H18 -5.183 0.288 0.072  0.11
H19 -5.007 1.901 0.736  0.10
H20 -6.852 0.982 2.476  0.10
H21 -7.168 -0.136 1.156  0.11
H22 -6.972 2.623 0.158  0.10
H23 -8.261 1.443 -0.086  0.11
H24 -9.420 2.216 1.862  0.13
H25 -7.934 2.930 2.541  0.12
H26 -9.013 5.108 2.709  0.09
H27 -10.494 4.298 2.142  0.08
H28 -9.849 5.680 1.244  0.08
H29 2.079 3.852 1.258  0.06
H30 3.575 4.767 1.388  0.09
H31 1.133 4.811 -0.393  0.07
H32 1.555 3.867 -1.833  0.09
H33 2.091 5.539 -1.701  0.09
H34 5.205 2.223 3.388  0.04
H35 4.473 3.789 3.115  0.08
H36 1.163 2.569 4.012  0.07
H37 1.960 3.927 4.306  0.08
H38 3.712 0.369 3.758  0.02
H39 2.368 0.618 4.694  0.09
H40 4.006 3.556 5.431  0.07
H41 4.325 1.979 5.639  0.07
H42 7.676 1.338 1.040  0.03
H43 7.237 1.805 2.688  0.02
H44 7.806 0.163 2.346  0.02
H45 6.193 0.081 -0.390  0.01
C20 6.997 -1.692 -3.194  -0.06
C21 7.158 -3.095 -2.633  -0.50
C22 5.811 -3.766 -2.418  -0.06
O4 7.894 -3.056 -1.412  -0.05
H46 6.434 -1.085 -2.478  0.06
H47 7.968 -1.219 -3.344  0.08
H48 6.459 -1.686 -4.142  0.08
H49 7.761 -3.696 -3.317  0.13
H50 5.217 -3.194 -1.699  0.08
H51 5.947 -4.770 -2.016  0.07
H52 5.249 -3.838 -3.350  0.08
H53 7.383 -2.535 -0.779  0.07
C23 -4.623 4.942 -1.373  -0.05
C24 -3.330 4.461 -0.734  -0.50
C25 -2.174 5.414 -0.992  -0.06
O5 -2.996 3.155 -1.204  -0.06
H54 -4.502 5.014 -2.458  0.08
H55 -5.434 4.242 -1.171  0.07
H56 -4.911 5.924 -0.996  0.08
H57 -3.477 4.351 0.343  0.13
H58 -1.981 5.482 -2.066  0.08
H59 -1.273 5.028 -0.516  0.06
H60 -2.374 6.418 -0.616  0.08
H61 -2.868 3.211 -2.158  0.09
C26 6.627 -9.419 -4.168  -0.07
C27 6.586 -8.002 -4.713  -0.50
C28 7.351 -7.032 -3.828  -0.06
O6 5.234 -7.567 -4.872  -0.06
H62 6.163 -9.461 -3.179  0.08
H63 6.077 -10.100 -4.815  0.07
H64 7.651 -9.783 -4.076  0.08
H65 7.009 -7.985 -5.720  0.14
H66 6.908 -7.002 -2.828  0.08
H67 7.307 -6.024 -4.241  0.07
H68 8.398 -7.323 -3.727  0.08
H69 4.825 -7.566 -3.999  0.08
C29 3.857 -13.358 -1.894  -0.06
C30 4.241 -12.122 -2.691  -0.51
C31 3.150 -11.720 -3.671  -0.06
O7 5.475 -12.329 -3.376  -0.06
H70 3.702 -14.207 -2.567  0.08
H71 4.650 -13.624 -1.195  0.08
H72 2.936 -13.196 -1.332  0.08
H73 4.436 -11.295 -2.006  0.13
H74 2.977 -12.524 -4.392  0.08
H75 3.444 -10.829 -4.226  0.07
H76 2.210 -11.516 -3.156  0.08
H77 5.356 -13.056 -3.997  0.09
C32 -13.554 7.625 0.907  -0.06
C33 -13.146 6.272 1.466  -0.51
C34 -14.348 5.368 1.687  -0.06
O8 -12.410 6.432 2.679  -0.06
H78 -14.216 8.139 1.609  0.08
H79 -12.677 8.254 0.750  0.08
H80 -14.080 7.519 -0.042  0.08
H81 -12.450 5.788 0.777  0.13
H82 -15.032 5.821 2.411  0.08
H83 -14.033 4.402 2.082  0.08
H84 -14.895 5.203 0.758  0.08
H85 -12.987 6.857 3.323  0.09

---

no.,Kohn-Sham gap (Eh),HOMO level (eV),molecular weight (g/mol)
1,0.307,-7.8261,639.0
2,0.315,-11.2749,1009.9
3,0.263,-6.5400,726.0